Here is a cluster of 11 separate species, C46H73N5O15 in total at a distorted geometry from the Open Molecules 2025 dataset. Energies are from ωB97M-V/def2-TZVPD.

## Properties
Lowest unoccupied orbital energy: 0.6 eV
Frontier orbital gap: 0.3493 Eh
SMILES: COC(=O)OC.COC(=O)OC.COC(=O)OC.c1ccncc1.c1ccncc1.c1ccncc1.c1ccncc1.c1ccncc1.COCCOC.COCCOC.COCCOC
E_HOMO: -0.3266 Eh

The geometry in ORCA input format:
```
! wB97M-V def2-TZVPD RIJCOSX def2/J DEFGRID3
* xyz 0 1
C -0.475 -4.966 2.631
O 0.503 -4.282 1.866
C 1.192 -3.366 2.520
O 0.785 -2.949 3.557
O 2.295 -3.063 1.857
C 2.987 -1.942 2.408
H -0.827 -5.729 1.917
H -1.330 -4.335 2.956
H 0.044 -5.352 3.502
H 2.998 -2.196 3.440
H 2.431 -0.973 2.161
H 3.951 -1.956 1.884
C 3.892 -1.058 -3.051
O 3.084 -0.230 -3.932
C 2.836 1.004 -3.439
O 3.464 1.611 -2.614
O 1.756 1.542 -4.018
C 1.684 2.922 -3.677
H 4.365 -0.553 -2.223
H 4.691 -1.548 -3.663
H 3.227 -1.872 -2.707
H 2.686 3.333 -3.881
H 1.541 2.938 -2.589
H 0.811 3.306 -4.160
C 5.870 0.738 2.227
O 4.457 0.695 2.608
C 3.769 1.618 1.912
O 4.257 2.352 1.097
O 2.496 1.625 2.359
C 1.643 2.648 1.722
H 6.251 1.752 1.981
H 6.017 0.138 1.311
H 6.422 0.266 2.977
H 0.612 2.269 1.880
H 1.881 2.717 0.683
H 1.741 3.577 2.243
C -3.188 2.086 -0.181
C -4.139 2.632 -0.979
C -3.787 3.632 -1.830
N -2.557 4.063 -1.954
C -1.643 3.632 -1.076
C -1.877 2.623 -0.197
H -3.488 1.198 0.477
H -5.158 2.296 -0.855
H -4.544 4.123 -2.465
H -0.644 3.972 -1.134
H -1.069 2.205 0.408
C -3.958 -3.002 3.548
C -3.489 -1.813 4.101
C -3.723 -0.608 3.539
N -4.549 -0.559 2.439
C -5.082 -1.660 1.964
C -4.814 -2.944 2.480
H -3.693 -3.989 3.988
H -2.758 -1.865 4.942
H -3.268 0.286 3.791
H -5.760 -1.541 1.115
H -5.386 -3.782 2.030
C -3.080 -6.188 -2.644
C -4.009 -6.821 -1.769
C -3.967 -6.600 -0.411
N -2.927 -5.856 0.111
C -1.998 -5.293 -0.677
C -2.035 -5.492 -2.075
H -3.071 -6.271 -3.708
H -4.761 -7.425 -2.203
H -4.589 -7.011 0.322
H -1.288 -4.605 -0.219
H -1.279 -4.966 -2.677
C -1.093 -1.814 -0.905
C -1.375 -1.679 0.442
C -0.661 -0.734 1.204
N 0.389 -0.138 0.670
C 0.751 -0.375 -0.629
C 0.015 -1.257 -1.481
H -1.757 -2.419 -1.523
H -2.122 -2.275 0.989
H -0.895 -0.603 2.257
H 1.478 0.277 -1.054
H 0.220 -1.290 -2.584
C 3.588 -6.119 -1.829
C 3.233 -5.082 -0.981
C 2.312 -4.137 -1.417
N 1.690 -4.231 -2.627
C 2.080 -5.230 -3.454
C 3.097 -6.116 -3.138
H 4.337 -6.786 -1.503
H 3.674 -5.055 0.049
H 1.989 -3.261 -0.889
H 1.602 -5.276 -4.405
H 3.379 -6.812 -3.939
C 5.029 8.107 -1.196
O 4.086 7.119 -1.409
C 3.407 6.705 -0.281
C 2.579 5.414 -0.571
O 1.194 5.626 -0.678
C 0.941 6.023 -2.032
H 4.614 9.018 -0.687
H 5.380 8.400 -2.163
H 5.932 7.684 -0.722
H 2.755 7.511 0.029
H 4.083 6.422 0.517
H 2.695 4.653 0.189
H 2.939 4.969 -1.466
H 1.444 6.971 -2.307
H -0.111 6.060 -2.120
H 1.399 5.272 -2.665
C -1.828 3.896 6.038
O -1.767 2.819 5.166
C -0.462 2.344 5.001
C -0.437 1.117 4.160
O -0.955 -0.119 4.684
C -0.246 -0.727 5.817
H -1.371 4.772 5.543
H -1.261 3.577 6.928
H -2.874 4.044 6.375
H 0.094 2.212 5.989
H 0.196 3.029 4.405
H 0.650 1.052 3.816
H -1.043 1.280 3.268
H -0.189 0.037 6.618
H 0.724 -1.014 5.439
H -0.825 -1.520 6.239
C -4.652 -1.058 -2.428
O -3.413 -0.540 -2.872
C -3.484 0.409 -3.949
C -2.260 1.258 -3.920
O -1.088 0.483 -4.103
C -0.751 0.295 -5.479
H -4.620 -1.844 -1.668
H -5.256 -1.446 -3.253
H -5.178 -0.262 -1.941
H -4.393 1.093 -3.712
H -3.777 -0.128 -4.813
H -2.143 1.568 -2.841
H -2.280 2.005 -4.721
H 0.143 -0.357 -5.455
H -0.461 1.262 -5.855
H -1.521 -0.215 -6.105
*
```

Here are the Mulliken charges for atoms 1 to 5, given in e: -0.74 -0.15 0.93 -0.65 -0.27